[1]
# C6H5FN2O2

The molecule C6H5FN2O2 in a non-equilibrium geometry (ωB97M-V/def2-TZVPD, OMol25).

Its structure (SMILES) is COC(=O)c1cnc(F)cn1. The calculation puts the HOMO-LUMO gap at 10.2 eV. The energy above the lowest of the compared OMol25 structures with the same formula, charge and spin is 38.1 kJ/mol. The HOMO energy comes out at -9.9 eV. For the lowest unoccupied orbital energy, the calculation gives 0.2 eV.

```
16
Properties=species:S:1:pos:R:3:lowdin_charge:R:1
C -2.74568 -1.82664 -0.20603 0.06
C -0.88587 -0.60041 0.43710 -0.53
C 0.37419 0.19395 0.15599 -0.13
C 1.36632 0.56405 1.11682 -0.05
C 2.44731 1.72521 -0.26179 -0.34
C 1.59937 1.42297 -1.35296 0.00
H -3.09843 -2.12297 -1.05938 0.03
H -3.46593 -1.25137 0.43040 0.13
H -2.44418 -2.73263 0.28560 0.10
H 1.10374 0.16450 2.24196 0.18
H 1.85881 1.92042 -2.10856 0.05
N 2.35231 1.33142 0.88000 0.17
N 0.57314 0.63576 -1.09635 0.16
O -1.52305 -1.03700 -0.52630 0.05
O -1.08511 -0.82092 1.64682 0.06
F 3.57306 2.43366 -0.58333 0.07
```

[2]
# C38H33BrCl3F5GeIO4S2Ti

A structure of composition C38H33BrCl3F5GeIO4S2Ti in a non-equilibrium geometry (ωB97M-V/def2-TZVPD, OMol25).

The calculation puts the HOMO-LUMO gap (alpha / beta) at 6.2 / 6.6 eV. Its spin multiplicity is 2. The energy above the lowest of the compared OMol25 structures with the same formula, charge and spin is 205.7 kJ/mol. The HOMO energy (alpha / beta) comes out at -7.0 / -7.5 eV. For the lowest unoccupied orbital energy (alpha / beta), the calculation gives -0.8 / -1.0 eV.

```
89
Properties=species:S:1:pos:R:3:lowdin_charge:R:1
Ti 0.05966 1.17803 1.39795 0.86
O -1.86626 0.58692 1.03404 -0.63
S -3.15566 -0.12132 1.48874 1.09
C -4.20833 -0.00988 0.00670 -0.26
C -5.26232 1.07633 0.23549 -0.20
C -4.64912 2.05349 1.23464 -0.21
C -4.11041 1.15414 2.33590 -0.29
H -4.61539 -1.00031 -0.18653 0.09
H -3.51993 0.25034 -0.79571 0.07
H -6.17303 0.64014 0.65011 0.12
H -5.51573 1.56261 -0.70612 0.12
H -5.36953 2.77944 1.60990 0.12
H -3.81900 2.59392 0.77285 0.11
H -4.91163 0.62164 2.85635 0.11
H -3.47785 1.65072 3.06563 0.08
C 3.68933 -3.00567 -0.32961 -0.40
S 2.28879 -1.86072 -0.23407 0.73
C 2.98267 -0.68357 -1.40897 -0.39
O 0.84314 -0.02063 0.58472 -0.59
H 4.62226 -2.47592 -0.13505 0.02
H 3.72823 -3.47609 -1.31498 0.03
H 3.53824 -3.77786 0.42399 0.03
H 2.25046 0.09866 -1.59987 0.00
H 3.20944 -1.20384 -2.34050 0.04
H 3.88873 -0.23738 -0.99453 0.03
Cl 3.87130 3.72545 1.43200 0.61
C 2.11795 3.69793 1.47999 -1.41
Cl 1.51926 2.81276 -0.00900 0.70
Cl 1.51863 5.34101 1.46523 0.71
C 1.64741 2.92279 2.78806 -0.77
O 1.51601 3.56850 3.78193 0.11
O 1.53706 1.61398 2.62794 -0.35
C 1.26320 -3.42860 -4.95021 -0.10
C 1.02821 -2.08231 -5.18131 -0.09
C 0.42295 -1.30671 -4.19989 -0.12
C 0.03132 -1.86069 -2.97971 -0.32
C 0.29253 -3.21497 -2.75802 -0.13
C 0.89499 -3.99309 -3.73454 -0.08
Ge -0.71356 -0.72782 -1.54550 1.10
C -1.74730 -2.13206 -0.61739 -0.34
C -1.40850 -2.55014 0.66834 -0.16
C -2.08697 -3.59762 1.28260 -0.08
C -3.12275 -4.23607 0.61776 -0.09
C -3.46455 -3.83946 -0.67045 -0.09
C -2.77225 -2.80610 -1.28491 -0.12
C -1.80723 0.63190 -2.49067 -0.32
C -2.40172 0.36004 -3.72509 -0.12
C -2.94244 1.38290 -4.49458 -0.08
C -2.88385 2.69665 -4.05186 -0.09
C -2.30251 2.98716 -2.82553 -0.08
C -1.76378 1.96204 -2.06047 -0.13
H 1.73889 -4.03660 -5.70961 0.10
H 1.31111 -1.63499 -6.12630 0.10
H 0.24814 -0.25287 -4.39005 0.10
H 0.02145 -3.66524 -1.81128 0.09
H 1.07323 -5.04550 -3.54981 0.10
H -0.60009 -2.05295 1.19303 0.08
H -1.80064 -3.91885 2.27655 0.11
H -3.65506 -5.05060 1.09276 0.10
H -4.26339 -4.34645 -1.19799 0.10
H -3.02673 -2.52631 -2.30267 0.11
H -2.43785 -0.65920 -4.09253 0.10
H -3.39745 1.15226 -5.45004 0.10
H -3.28132 3.49453 -4.66625 0.10
H -2.24785 4.00992 -2.47326 0.11
H -1.30210 2.20500 -1.10803 0.06
Br 7.08654 1.71172 1.50583 0.71
C 7.00127 -0.13654 1.90739 -0.73
C 8.18642 -0.85787 1.84888 -0.14
C 8.18576 -2.21352 2.12924 -0.09
C 6.99934 -2.84658 2.46961 -0.09
C 5.82199 -2.12072 2.53353 -0.17
C 5.80415 -0.75658 2.24965 -0.73
I 3.98939 0.25182 2.35518 1.16
H 9.10390 -0.35066 1.58447 0.10
H 9.11112 -2.77161 2.07685 0.10
H 6.98709 -3.90631 2.68867 0.10
H 4.89469 -2.61003 2.80083 0.09
F -0.88668 1.20793 3.65142 0.02
C -1.25668 2.53115 3.37900 -0.27
C -1.03299 2.98726 2.10122 -0.11
C -1.53090 4.23980 1.84241 -0.27
F -1.44501 4.75270 0.59575 0.05
C -2.17571 5.00957 2.79808 -0.14
F -2.66805 6.21514 2.50341 0.12
C -2.33506 4.50689 4.08036 -0.13
F -2.98080 5.21942 5.00164 0.13
C -1.86646 3.23845 4.39002 -0.16
F -2.06383 2.72574 5.60624 0.13
```

[3]
# C16H25ClN5Os

A structure of composition C16H25ClN5Os (ωB97M-V/def2-TZVPD, OMol25).

The calculation puts the HOMO-LUMO gap at 7.4 eV. The energy above the lowest of the compared OMol25 structures with the same formula, charge and spin is 860.1 kJ/mol. As for the total charge: +3. The HOMO energy comes out at -16.5 eV. For the lowest unoccupied orbital energy, the calculation gives -9.1 eV.

```
48
Properties=species:S:1:pos:R:3:lowdin_charge:R:1
Os 0.15764 -0.26115 0.26990 1.31
C 2.80576 0.26593 -3.04538 0.03
C 1.65870 0.27651 -2.09210 -0.22
N 1.70109 -0.41415 -0.99164 -0.09
C 2.84060 -1.23367 -0.55393 -0.15
C 2.86837 -1.20327 0.96821 -0.14
N 1.49154 -1.35070 1.55705 -0.18
C 1.01358 -2.75796 1.72347 -0.15
C 0.11701 -3.13508 0.56536 -0.16
N -0.93301 -2.08751 0.36427 -0.18
C -2.15322 -2.27513 1.21685 -0.14
C -2.16767 -1.69197 2.61798 -0.17
N -2.42585 -0.27789 2.66247 -0.05
C -2.86529 0.74627 2.99997 0.05
C -0.27358 4.29256 -0.61809 0.15
C -0.82973 3.89564 -1.60471 -0.12
C -1.45905 3.53333 -2.82877 -0.06
C -0.98983 2.59395 -3.66168 -0.05
C 0.21053 1.80896 -3.41820 0.04
C 0.45047 1.07606 -2.31927 -0.17
N -0.59045 0.93779 -1.29735 -0.14
H 3.12804 -0.75895 -3.23130 0.11
H 3.65174 0.81247 -2.62033 0.12
H 2.56572 0.72279 -3.99747 0.09
H 3.78297 -0.84098 -0.93374 0.13
H 2.72697 -2.24776 -0.94501 0.14
H 3.23823 -0.23352 1.30093 0.14
H 3.53323 -1.97318 1.36115 0.14
H 1.54249 -0.93540 2.48302 0.14
H 0.46556 -2.81082 2.66554 0.12
H 1.85249 -3.44979 1.80342 0.14
H -0.34129 -4.11327 0.72149 0.14
H 0.68558 -3.18215 -0.36433 0.12
H -1.27784 -2.22665 -0.58227 0.13
H -2.30639 -3.35150 1.32403 0.14
H -3.00271 -1.88079 0.66013 0.14
H -1.27379 -1.91711 3.19939 0.12
H -3.00406 -2.17269 3.12772 0.15
H 0.19805 4.66476 0.26205 0.06
H -4.28791 2.54303 4.78378 -0.03
H -4.17361 4.36874 5.45990 0.01
H -2.32722 4.11094 -3.12386 0.13
H -1.45071 2.47431 -4.63656 0.13
H 0.93889 1.78875 -4.22022 0.13
Cl -3.83819 3.70465 4.37955 0.94
C -0.57763 1.46615 0.00752 -0.23
H 0.44150 1.87167 0.29732 0.06
H -1.51771 0.82780 -1.69626 0.14
```

[4]
# C49H56AsCrN3O2Si2

A structure of composition C49H56AsCrN3O2Si2 in a non-equilibrium geometry (ωB97M-V/def2-TZVPD, OMol25).

The calculation puts the HOMO-LUMO gap (alpha / beta) at 5.7 / 5.7 eV. Its spin multiplicity is 4. The energy above the lowest of the compared OMol25 structures with the same formula, charge and spin is 121.7 kJ/mol. As for the total charge: -1. The HOMO energy (alpha / beta) comes out at -3.6 / -3.5 eV. For the lowest unoccupied orbital energy (alpha / beta), the calculation gives 2.2 / 2.2 eV.

```
114
Properties=species:S:1:pos:R:3:lowdin_charge:R:1
Cr 0.70147 -1.36741 0.17674 0.58
O 0.60335 -0.50105 1.86991 -0.30
C 1.32075 -0.56063 3.08894 -0.40
C 2.87603 -0.70769 2.73872 -0.05
C 3.33004 -1.12614 1.37603 -0.24
C 4.62943 -1.67990 1.28826 -0.01
C 5.21786 -1.92398 0.02962 -0.05
C 4.64810 -1.39168 -1.11924 -0.01
C 3.37916 -0.80904 -0.96607 -0.20
C 2.71720 -0.05076 -2.11693 -0.06
C 1.49261 -0.81304 -2.71910 -0.44
O 0.77089 -1.53378 -1.74237 -0.39
C 0.58136 0.12986 -3.52424 -0.14
C 1.15465 1.42167 -3.75855 -0.05
C 0.30899 2.40116 -4.25207 -0.10
C -1.04971 2.19801 -4.58555 -0.08
C -1.52727 0.85592 -4.48833 -0.08
C -0.73562 -0.13667 -3.92823 -0.06
C 2.14448 -1.86001 -3.70543 -0.11
C 2.40829 -1.51094 -5.04961 -0.03
C 3.11127 -2.37894 -5.87292 -0.09
C 3.43973 -3.69540 -5.47581 -0.10
C 3.15609 -4.06743 -4.16602 -0.09
C 2.57613 -3.13073 -3.33314 -0.05
N 2.67908 -0.76475 0.23042 0.07
C 1.22356 0.70517 3.90507 -0.17
C 2.12598 0.93146 4.95084 -0.07
C 2.32145 2.15741 5.52363 -0.12
C 1.54629 3.24793 5.24035 -0.12
C 0.57193 3.07758 4.28046 -0.09
C 0.40964 1.83832 3.58305 0.02
C 0.90090 -1.77427 4.03374 -0.12
C 0.04166 -1.53882 5.11718 -0.03
C -0.14553 -2.54952 6.04601 -0.10
C 0.59485 -3.71985 6.01891 -0.10
C 1.34197 -3.96712 4.87935 -0.08
C 1.45587 -3.02307 3.85777 -0.07
H 3.34782 -1.46839 3.36400 0.10
H 3.44680 0.25314 2.97377 0.15
H 5.19857 -1.97799 2.16044 0.11
H 6.18828 -2.31304 0.03654 0.08
H 5.11575 -1.60684 -2.10473 0.13
H 3.47275 0.09890 -2.96405 0.14
H 2.37625 0.89647 -1.63972 0.14
H 2.20509 1.62623 -3.66681 0.09
H 0.67253 3.42828 -4.29749 0.09
H -1.65293 3.00453 -5.01720 0.09
H -2.50525 0.63236 -4.96676 0.11
H -1.07375 -1.15281 -3.80453 0.09
H 2.15465 -0.54429 -5.36200 0.09
H 3.35270 -2.08742 -6.88189 0.09
H 3.91606 -4.37137 -6.20613 0.10
H 3.32009 -5.02585 -3.73402 0.09
H 2.41442 -3.33846 -2.27990 0.11
H 2.74575 0.07448 5.28277 0.13
H 2.96300 2.17858 6.39011 0.10
H 1.54166 4.14042 5.89189 0.11
H -0.08072 3.87287 3.87510 0.09
H -0.38679 1.83465 2.82691 0.10
H -0.35627 -0.52841 5.34724 0.13
H -0.87262 -2.35775 6.79744 0.09
H 0.56940 -4.34357 6.91541 0.10
H 1.81902 -4.92957 4.74726 0.10
H 2.12471 -3.30312 3.00609 0.10
N 1.25328 6.42869 -1.68622 0.13
C 0.24178 6.41103 -0.77573 -0.25
C 0.42263 6.40153 0.60400 -0.04
C -0.69958 6.15090 1.42180 -0.10
C -1.99294 6.22205 0.95173 -0.06
C -2.24106 6.45095 -0.43105 -0.15
C -3.50682 6.86482 -0.92009 -0.03
C -3.64219 7.06955 -2.24847 -0.08
C -2.50657 6.91139 -3.05635 -0.16
N -1.29953 6.69246 -2.61900 0.10
C -1.11726 6.52910 -1.30740 -0.17
H 1.15058 6.72502 -2.62687 0.08
H 2.13900 6.18750 -1.34646 0.08
H 1.42554 6.53594 0.99634 0.10
H -0.64904 6.13363 2.52759 0.10
H -2.73108 5.98897 1.67669 0.09
H -4.35914 7.09685 -0.23411 0.13
H -4.59804 7.32549 -2.70531 0.10
H -2.47220 6.94747 -4.16707 0.11
C -3.62675 -4.58640 -0.22973 -0.23
Si -2.77727 -3.40209 -1.47116 0.17
C -1.26077 -4.51524 -1.77616 -0.24
C -3.82941 -3.16764 -2.98289 -0.25
As -1.94522 -1.34642 -0.75607 0.76
Si -3.59976 -1.09674 0.96332 0.18
C -3.44666 -2.02546 2.55542 -0.23
C -3.33810 0.71098 1.54329 -0.25
C -5.43066 -1.13464 0.46797 -0.23
H -4.70516 -4.35639 -0.02694 0.03
H -3.10693 -4.47182 0.71931 0.00
H -3.43639 -5.61668 -0.49754 0.01
H -0.80996 -4.76402 -0.81798 0.00
H -0.45349 -4.21338 -2.44559 0.02
H -1.63684 -5.46737 -2.15210 0.01
H -4.35003 -4.10641 -3.15135 0.02
H -3.19660 -2.90344 -3.82039 0.01
H -4.55735 -2.36058 -2.87133 0.02
H -4.15284 -1.71093 3.34484 0.04
H -2.44580 -1.79910 2.88069 0.01
H -3.61477 -3.08270 2.43695 0.00
H -2.40955 0.62287 2.14896 0.01
H -4.17097 0.78989 2.27406 0.02
H -3.33110 1.49482 0.81834 0.00
H -5.74877 -0.15742 0.11713 0.02
H -5.97087 -1.41647 1.34833 0.00
H -5.66964 -1.84911 -0.31757 0.00
C 0.91153 -3.30606 0.83827 -0.18
H 0.14503 -3.57954 1.56400 0.00
H 2.01121 -3.42341 1.22460 0.02
H 0.79664 -3.90630 -0.10387 -0.02
```

[5]
# C37H39N3O6

A cluster of 2 separate species, C37H39N3O6 in total in a non-equilibrium geometry (ωB97M-V/def2-TZVPD, OMol25).

The calculation puts the HOMO-LUMO gap at 3.3 eV. The energy above the lowest of the compared OMol25 structures with the same formula, charge and spin is 67.4 kJ/mol. The HOMO energy comes out at -6.2 eV. For the lowest unoccupied orbital energy, the calculation gives -2.9 eV.

```
85
Properties=species:S:1:pos:R:3:lowdin_charge:R:1
C -2.80612 6.10514 1.47284 0.00
N -2.52881 4.69052 1.55601 -0.04
C -3.51737 3.78731 1.83350 -0.36
O -4.69442 4.06461 2.04816 0.10
C -2.88223 2.39761 1.80199 -0.15
C -3.46939 1.47542 0.73453 -0.08
C -4.94152 1.20671 0.92535 -0.24
C -5.82055 1.48671 -0.12364 -0.04
C -7.19745 1.38669 0.07867 -0.07
C -7.68715 0.95262 1.31827 -0.08
C -6.79909 0.56647 2.33080 -0.07
C -5.41959 0.68795 2.13360 -0.04
N -1.47727 2.69819 1.54919 0.05
C -0.59735 1.71217 1.30353 0.05
C 0.75959 1.94617 1.12162 -0.06
C 1.68056 1.01396 0.67856 0.08
C 3.09233 1.28463 0.78292 -0.17
C 4.00398 0.24705 1.08795 0.03
C 5.33552 0.51618 1.37308 0.01
C 5.82813 1.82408 1.22835 -0.22
C 7.22684 2.10243 1.35794 -0.16
N 8.36627 2.37108 1.41330 0.17
C 4.93819 2.87244 0.96698 -0.02
C 3.60319 2.61010 0.69494 0.00
C -1.19001 4.13428 1.40456 -0.46
C -0.62895 4.46463 0.01081 0.02
C -0.28678 4.67214 2.52664 0.02
H -3.88227 6.26151 1.57362 0.10
H -2.29344 6.65588 2.27276 0.10
H -2.47867 6.50314 0.50410 0.10
H -3.01049 1.93659 2.79955 0.17
H -3.30626 1.92547 -0.25847 0.13
H -2.92049 0.52275 0.75452 0.12
H -5.41048 1.83160 -1.07683 0.12
H -7.88175 1.66148 -0.72627 0.11
H -8.76323 0.91781 1.49359 0.10
H -7.17787 0.18452 3.28080 0.11
H -4.71342 0.41047 2.92105 0.12
H -0.98559 0.68608 1.27591 0.16
H 1.14423 2.93344 1.37252 0.07
H 1.32167 0.04349 0.35197 0.10
H 3.58991 -0.76275 1.14264 0.09
H 5.99669 -0.29164 1.69790 0.13
H 5.31727 3.89512 0.96725 0.13
H 2.94128 3.42921 0.40955 0.11
H -1.38869 4.21264 -0.74420 0.11
H -0.39718 5.53592 -0.04212 0.09
H 0.28108 3.89171 -0.19179 0.07
H -0.84636 4.67874 3.47204 0.11
H 0.60565 4.05937 2.66363 0.07
H 0.02352 5.69577 2.28272 0.10
C 3.89987 -4.50471 2.23108 -0.07
C 3.56723 -3.24188 1.49964 -0.23
O 3.06001 -3.58159 0.17634 0.02
C 1.98063 -2.86362 -0.21648 -0.44
C 1.29455 -3.45358 -1.34721 -0.06
C 0.70430 -4.73728 -1.02303 -0.34
C 0.45353 -5.67268 -2.17761 -0.14
C 1.19153 -5.62168 -3.37342 -0.03
C 0.81477 -6.40912 -4.46411 -0.09
C -0.25742 -7.30408 -4.34764 -0.10
C -0.90635 -7.45005 -3.11381 -0.09
C -0.50575 -6.68377 -2.01876 -0.02
O 0.45500 -5.06757 0.14348 0.03
C 0.87084 -2.66613 -2.48979 -0.49
O -0.09093 -2.93316 -3.20138 0.06
O 1.67129 -1.58308 -2.67038 -0.02
C 1.35370 -0.89496 -3.90240 -0.24
C 2.11902 0.39696 -3.93909 -0.09
O 1.55412 -1.91296 0.43179 0.02
H 4.33633 -4.24472 3.19245 0.07
H 2.97867 -5.05864 2.41856 0.09
H 4.60100 -5.12846 1.67418 0.08
H 2.77560 -2.70872 2.02847 0.11
H 4.43510 -2.58660 1.36455 0.10
H 2.06471 -4.96604 -3.41927 0.12
H 1.36460 -6.30454 -5.39885 0.10
H -0.56494 -7.88753 -5.21851 0.09
H -1.72399 -8.16227 -3.01114 0.09
H -0.95332 -6.84525 -1.03844 0.11
H 1.61562 -1.53702 -4.75859 0.13
H 0.27435 -0.69973 -3.93585 0.12
H 1.82355 0.94674 -4.83379 0.07
H 1.88633 1.03029 -3.07774 0.06
H 3.20084 0.24181 -3.99015 0.08
```